The following is a quantum chemistry calculation of a 14-piece molecular cluster, C66H147N5O27 overall in a non-equilibrium geometry, from the Open Molecules 2025 dataset.

Geometry (Å):
C1 -25.647 20.150 -6.420
C2 -26.871 20.957 -5.909
N1 -27.859 20.301 -5.114
C3 -27.399 19.910 -3.773
C4 -26.619 21.082 -3.142
C5 -28.494 19.180 -5.820
C6 -29.917 19.513 -6.350
H1 -24.900 20.076 -5.678
H2 -25.158 20.674 -7.282
H3 -25.928 19.087 -6.680
H4 -26.488 21.923 -5.464
H5 -27.449 21.275 -6.787
H6 -28.314 19.820 -3.213
H7 -26.808 18.970 -3.720
H8 -25.584 21.168 -3.597
H9 -27.198 21.971 -3.196
H10 -26.454 20.930 -2.071
H11 -28.577 18.361 -5.162
H12 -27.916 18.770 -6.690
H13 -30.585 19.699 -5.489
H14 -30.340 18.716 -7.003
H15 -29.946 20.416 -6.955
C7 -33.048 11.889 -4.127
C8 -32.037 13.031 -4.372
N2 -31.123 12.838 -5.472
C9 -30.975 13.960 -6.374
C10 -30.153 15.090 -5.790
C11 -29.876 12.129 -5.175
C12 -29.126 11.596 -6.430
H16 -32.500 10.996 -4.056
H17 -33.774 11.804 -4.905
H18 -33.522 11.980 -3.147
H19 -32.474 14.075 -4.450
H20 -31.370 13.079 -3.450
H21 -30.491 13.515 -7.220
H22 -31.977 14.189 -6.763
H23 -30.644 15.505 -4.891
H24 -29.170 14.760 -5.447
H25 -29.976 15.941 -6.495
H26 -30.186 11.285 -4.532
H27 -29.264 12.702 -4.486
H28 -28.290 10.958 -6.144
H29 -28.790 12.475 -7.023
H30 -29.843 11.011 -7.038
C13 -18.856 21.873 -1.157
C14 -18.929 20.372 -1.023
N3 -20.236 19.805 -1.247
C15 -20.316 18.489 -0.664
C16 -19.294 17.481 -1.175
C17 -20.696 19.849 -2.617
C18 -22.223 19.713 -2.799
H31 -17.908 22.264 -0.721
H32 -19.652 22.276 -0.588
H33 -18.894 22.284 -2.176
H34 -18.131 19.901 -1.679
H35 -18.620 20.209 -0.008
H36 -20.127 18.516 0.402
H37 -21.376 18.163 -0.765
H38 -18.280 17.720 -0.726
H39 -19.551 16.479 -0.865
H40 -19.219 17.519 -2.252
H41 -20.200 19.149 -3.239
H42 -20.343 20.838 -3.039
H43 -22.641 18.794 -2.405
H44 -22.450 19.685 -3.844
H45 -22.785 20.527 -2.392
C19 -16.840 14.169 -7.059
C20 -17.935 13.506 -6.159
N4 -18.168 12.050 -6.346
C21 -16.958 11.263 -6.229
C22 -16.341 11.174 -4.856
C23 -18.903 11.830 -7.569
C24 -19.747 10.542 -7.614
H46 -17.184 15.216 -7.113
H47 -16.812 13.708 -8.043
H48 -15.755 14.189 -6.726
H49 -17.544 13.681 -5.153
H50 -18.840 14.035 -6.162
H51 -16.165 11.600 -6.962
H52 -17.176 10.258 -6.546
H53 -15.448 10.592 -4.855
H54 -17.085 10.752 -4.181
H55 -15.998 12.123 -4.419
H56 -19.591 12.661 -7.595
H57 -18.371 11.944 -8.469
H58 -19.220 9.536 -7.458
H59 -20.487 10.668 -6.870
H60 -20.231 10.409 -8.592
C25 -26.151 16.265 -5.467
C26 -25.363 15.064 -5.966
N5 -24.137 15.437 -6.591
C27 -24.238 16.072 -7.913
C28 -24.920 15.206 -8.937
C29 -23.303 14.187 -6.722
C30 -21.926 14.385 -7.307
H61 -27.093 16.007 -5.029
H62 -26.335 16.968 -6.298
H63 -25.592 16.723 -4.703
H64 -25.152 14.429 -5.081
H65 -25.952 14.355 -6.622
H66 -24.757 17.103 -7.918
H67 -23.187 16.316 -8.186
H68 -24.886 15.783 -9.835
H69 -24.436 14.247 -9.113
H70 -25.977 15.009 -8.700
H71 -23.810 13.420 -7.313
H72 -23.244 13.795 -5.702
H73 -21.552 13.343 -7.472
H74 -21.164 14.886 -6.733
H75 -21.897 14.819 -8.317
C31 -19.019 13.236 -2.028
C32 -19.935 12.381 -2.858
O1 -20.064 11.020 -2.260
C33 -20.993 10.243 -2.784
O2 -21.844 10.555 -3.620
O3 -20.917 9.084 -2.239
C34 -21.710 8.012 -2.735
H76 -18.021 12.787 -1.896
H77 -19.433 13.281 -0.973
H78 -18.947 14.286 -2.394
H79 -19.501 12.369 -3.919
H80 -20.927 12.842 -2.983
H81 -21.987 8.092 -3.761
H82 -22.625 8.019 -2.128
H83 -21.201 7.067 -2.561
C35 -21.926 19.506 -7.237
C36 -21.335 18.205 -6.632
O4 -20.300 18.577 -5.730
C37 -19.429 17.629 -5.533
O5 -19.485 16.554 -6.062
O6 -18.535 18.004 -4.565
C38 -17.362 17.236 -4.473
H84 -21.264 19.908 -8.008
H85 -22.173 20.286 -6.527
H86 -22.888 19.234 -7.752
H87 -21.091 17.427 -7.315
H88 -22.067 17.700 -5.994
H89 -16.592 17.665 -5.158
H90 -17.558 16.242 -4.889
H91 -17.053 17.185 -3.424
C39 -21.743 15.249 2.215
C40 -22.445 15.001 0.850
O7 -21.555 15.477 -0.236
C41 -22.025 15.092 -1.431
O8 -22.856 14.202 -1.606
O9 -21.459 15.817 -2.423
C42 -21.873 15.643 -3.767
H92 -21.503 16.358 2.339
H93 -20.881 14.655 2.307
H94 -22.436 15.003 3.017
H95 -23.299 15.666 0.903
H96 -22.803 13.992 0.586
H97 -21.691 16.619 -4.349
H98 -22.954 15.510 -3.886
H99 -21.336 14.874 -4.240
C43 -23.515 18.103 -11.284
C44 -23.852 19.356 -12.066
O10 -23.262 20.530 -11.588
C45 -23.673 20.876 -10.401
O11 -24.637 20.523 -9.739
O12 -22.859 21.903 -10.031
C46 -23.390 22.737 -9.007
H100 -22.538 17.689 -11.412
H101 -24.159 17.335 -11.633
H102 -23.790 18.221 -10.261
H103 -24.969 19.435 -11.987
H104 -23.668 19.343 -13.140
H105 -24.380 23.096 -9.328
H106 -22.666 23.550 -8.883
H107 -23.497 22.299 -7.933
C47 -23.226 21.098 0.734
C48 -24.748 21.070 0.534
O13 -25.049 20.126 -0.526
C49 -24.988 18.857 -0.291
O14 -24.452 18.287 0.660
O15 -25.462 18.179 -1.380
C50 -24.859 16.844 -1.436
H108 -23.051 21.926 1.382
H109 -22.690 21.236 -0.199
H110 -22.911 20.201 1.230
H111 -25.171 21.995 0.046
H112 -25.175 20.803 1.504
H113 -25.502 16.178 -2.015
H114 -24.809 16.556 -0.355
H115 -23.897 16.912 -1.957
C51 -21.332 12.737 -10.615
C52 -21.667 13.957 -11.439
O16 -21.488 15.138 -10.571
C53 -20.303 15.687 -10.435
O17 -19.259 15.236 -10.681
O18 -20.505 16.879 -9.818
C54 -19.280 17.703 -9.686
H116 -21.961 12.698 -9.778
H117 -20.336 12.846 -10.386
H118 -21.495 11.844 -11.184
H119 -22.718 14.096 -11.805
H120 -21.010 14.029 -12.296
H121 -18.909 17.669 -8.624
H122 -19.599 18.710 -10.048
H123 -18.425 17.349 -10.293
C55 -24.570 10.963 -1.549
C56 -25.496 11.786 -2.440
O19 -26.679 12.090 -1.660
C57 -27.449 13.119 -2.020
O20 -27.239 13.919 -2.940
O21 -28.479 13.072 -1.196
C58 -29.340 14.198 -1.291
H124 -25.086 10.023 -1.240
H125 -24.259 11.606 -0.693
H126 -23.667 10.652 -2.108
H127 -25.814 11.232 -3.369
H128 -24.957 12.676 -2.877
H129 -29.171 14.839 -2.179
H130 -29.108 14.840 -0.444
H131 -30.412 14.051 -1.204
C59 -23.472 10.048 -7.974
C60 -24.641 10.792 -8.444
O22 -24.298 11.389 -9.718
C61 -25.278 12.017 -10.239
O23 -26.385 12.127 -9.829
O24 -24.910 12.534 -11.454
C62 -25.987 13.240 -12.085
H132 -23.713 9.707 -6.980
H133 -22.600 10.690 -7.909
H134 -23.260 9.249 -8.726
H135 -24.813 11.653 -7.746
H136 -25.613 10.187 -8.474
H137 -25.534 13.729 -12.938
H138 -26.250 14.071 -11.455
H139 -26.767 12.552 -12.469
C63 -31.017 13.984 -10.028
C64 -29.554 13.855 -10.109
O25 -29.012 15.086 -9.516
C65 -28.294 15.822 -10.293
O26 -27.832 15.482 -11.378
O27 -28.057 17.011 -9.754
C66 -27.217 17.938 -10.446
H140 -31.526 13.056 -10.313
H141 -31.405 14.743 -10.721
H142 -31.371 14.208 -8.995
H143 -29.174 13.861 -11.155
H144 -29.126 12.962 -9.577
H145 -26.173 17.787 -10.067
H146 -27.654 18.935 -10.168
H147 -27.392 17.727 -11.537

HOMO-LUMO gap = 8.379 eV
LUMO level = 0.022 Ha
ΔE to the lowest compared entry with this formula, charge and spin = 0.0 kcal per mole
charge = 0
HOMO energy = -7.775 eV

The following is a quantum chemistry calculation of Cl2H3P3 as an isolated structure in a non-equilibrium geometry, from the Open Molecules 2025 dataset.

Geometry (Å):
P1 0.594 1.341 0.129
P2 -0.180 -0.641 0.288
P3 -2.288 -0.809 0.712
Cl1 -3.012 0.238 -0.898
Cl2 2.159 -1.777 -0.604
H1 1.897 0.958 0.250
H2 0.324 1.598 -1.311
H3 0.506 -0.908 1.434

HOMO-LUMO gap (spin up / spin down) = 6.256 / 6.397 eV
LUMO level (spin up / spin down) = -0.099 / -0.092 Ha
ΔE to the lowest compared entry with this formula, charge and spin = 53.2 kcal per mole
charge = 0
HOMO energy (spin up / spin down) = -8.952 / -8.899 eV

Question: Which of these has the highest ΔE to the lowest compared entry with this formula, charge and spin?
Answer: Cl2H3P3